The following is a quantum chemistry calculation of an isolated ion of composition C5H11FN3O2 and charge +1, from the OMol25 dataset.

Properties
**Energy**: -16638.3038 eV
**SMILES**: COC[C@@H]1NC(N)=[NH+][C@H](F)O1
**Lowest unoccupied orbital energy**: -4.84 eV
**Net charge**: +1
**Frontier orbital gap**: 8.6 eV
**2S+1**: 1

Positions of all 22 atoms, in Å:
C  -1.0861  0.4906  2.7034
O  -0.8565  -0.5566  1.7644
C  0.4686  -0.7514  1.3827
C  0.9837  0.3384  0.3948
N  -0.1226  0.9625  -0.3460
C  -0.4653  0.3925  -1.5362
N  -1.7212  0.4838  -2.0603
N  0.4703  -0.2276  -2.2302
C  1.5877  -0.9111  -1.5197
F  1.0570  -2.1266  -1.1668
O  2.0077  -0.1619  -0.4711
H  -1.6474  0.0832  3.5452
H  -1.6721  1.2882  2.2381
H  -0.1461  0.9153  3.0730
H  1.1483  -0.7387  2.2450
H  0.5388  -1.7356  0.9298
H  1.4564  1.1385  0.9616
H  -0.0286  1.9727  -0.4083
H  -2.3522  -0.2981  -1.9822
H  -2.0901  1.3649  -2.3827
H  0.0537  -0.8401  -2.9305
H  2.4157  -1.0829  -2.2041